The following is a quantum chemistry calculation of a molecular structure, C21H37BBaClN4O4, from the Open Molecules 2025 dataset.

Computed properties:
energy relative to the best compared isomer or geometry (same formula, charge and spin)	0.00	kcal per mole
HOMO	-5.26	eV
frontier orbital gap	7.477	eV
F_max	2.44	eV/Å
charge	-1
spin multiplicity	1
DFT total energy	-50425.75844	eV

The geometry in XYZ format:
```
69
Properties=species:S:1:pos:R:3:forces:R:3:nbo_charge:R:1
O 0.8373 1.8134 0.1335 -1.572 -0.498 -0.514 -1.018
C 1.7436 1.9853 1.1149 0.803 -0.124 -0.371 0.088
C 3.1543 1.7378 0.5206 -0.035 -0.169 0.681 -0.030
C 3.3791 0.8443 -0.5352 0.203 0.159 0.003 -0.164
H 2.5507 0.2655 -0.9685 0.373 0.440 0.162 0.212
C 4.6755 0.6739 -1.0419 -0.084 0.182 0.201 -0.234
H 4.8263 0.0143 -1.8974 0.028 0.073 0.250 0.207
C 5.7631 1.3440 -0.4637 -0.423 -0.078 0.142 -0.246
H 6.7749 1.1976 -0.8488 -0.316 0.058 0.114 0.203
C 5.5326 2.1766 0.6376 0.002 0.151 -0.026 -0.222
H 6.3621 2.6810 1.1317 -0.063 -0.097 -0.162 0.198
C 4.2369 2.3874 1.1100 0.140 -0.272 -0.318 -0.220
H 4.0206 3.0353 1.9650 0.286 -0.125 -0.252 0.204
H 1.7671 3.0367 1.4832 0.045 0.028 0.102 0.115
C 0.2307 1.4934 3.1706 -0.131 -0.098 0.265 -0.666
C 1.4563 1.1225 2.3664 0.582 -0.233 -0.445 -0.033
H 0.3744 1.2468 4.2356 -0.086 0.207 -0.379 0.213
H -0.6650 0.9207 2.8490 0.418 0.396 0.147 0.233
H 0.0061 2.5706 3.0863 0.056 -0.382 -0.078 0.207
C 2.2177 0.0527 2.6425 0.145 0.337 0.300 -0.208
C 2.1024 -0.8057 3.8581 -0.285 -0.354 0.154 -0.656
H 3.0599 -0.1986 1.9907 -0.211 0.255 0.096 0.206
H 2.9960 -0.7253 4.4952 -0.108 0.067 -0.174 0.196
H 1.9848 -1.8543 3.5633 0.027 0.144 0.167 0.249
H 1.2130 -0.5453 4.4410 0.282 -0.217 -0.024 0.213
Ba -0.1958 -0.6096 0.2984 0.246 0.347 -0.202 1.829
Cl -0.5304 -2.4671 2.7005 -0.040 0.092 0.000 -0.921
C -2.2427 -2.9684 0.0983 0.696 0.776 -0.166 0.535
O -2.5206 -1.8120 -0.2564 -0.104 -0.867 0.271 -0.715
N -3.0913 -3.9840 0.1844 -0.586 -0.252 -0.078 -0.412
C -4.4982 -3.7716 -0.0796 0.035 -0.238 -0.087 -0.417
C -2.5980 -5.3353 0.3737 0.062 0.222 0.075 -0.396
H -1.2232 -3.2435 0.4352 -0.304 -0.034 -0.359 0.160
H -4.6638 -2.7060 -0.2387 -0.010 -0.158 0.014 0.244
H -5.1010 -4.1344 0.7573 0.046 0.087 0.045 0.189
H -4.7909 -4.3381 -0.9674 -0.069 0.109 -0.077 0.189
H -1.5087 -5.2638 0.4251 -0.168 -0.296 0.035 0.234
H -2.8900 -5.9667 -0.4741 0.125 0.113 0.073 0.194
H -2.9843 -5.7819 1.2967 0.045 0.116 -0.072 0.191
H 1.5816 2.2138 -4.5096 0.048 -0.075 0.099 0.173
H 0.2400 -0.0075 -5.1471 -0.111 0.034 0.177 0.179
C 1.6038 1.7327 -3.5201 -0.238 0.151 -0.069 -0.410
C 0.2085 -0.2474 -4.0738 0.254 -0.387 0.118 -0.425
N 0.3978 0.9559 -3.2855 -0.365 0.450 -0.113 -0.432
H 1.6708 2.4949 -2.7369 0.181 -0.179 -0.140 0.233
C -0.6321 1.5194 -2.6068 -0.277 -0.756 0.541 0.545
O -1.6364 0.9131 -2.2126 0.865 0.687 -0.532 -0.663
H -0.7452 -0.7157 -3.8146 0.227 0.121 -0.050 0.246
H -0.4670 2.5920 -2.3915 0.012 -0.250 0.159 0.121
H 2.4835 1.0814 -3.4729 -0.192 0.128 0.116 0.214
H 1.0195 -0.9515 -3.8619 -0.220 0.008 -0.027 0.225
H -5.1076 2.4193 1.8328 0.191 -0.125 0.041 0.190
H -4.4256 4.4962 0.3106 0.187 -0.042 -0.071 0.189
C -4.1034 2.5816 2.2500 -0.125 0.226 0.014 -0.420
C -3.4032 4.3889 0.6972 0.066 -0.218 0.098 -0.397
N -3.1930 3.0513 1.2189 -0.345 0.027 0.147 -0.423
H -3.7225 1.6561 2.6919 -0.094 0.250 -0.185 0.254
C -2.3282 2.1946 0.6557 0.422 -1.158 0.094 0.559
O -2.2186 1.0105 1.0122 -0.265 1.466 -0.401 -0.702
H -2.6777 4.5643 -0.1044 -0.213 0.100 0.180 0.218
H -1.7042 2.6413 -0.1402 -0.083 -0.277 0.259 0.162
H -4.1979 3.3619 3.0113 0.082 -0.129 0.050 0.189
H -3.2759 5.1312 1.4954 0.103 -0.083 -0.169 0.192
B 0.2816 -4.2326 -3.1374 -0.332 -0.430 -0.281 -0.594
C 0.8945 -3.1490 -2.2055 0.983 1.664 1.490 0.300
N 1.3034 -2.3108 -1.4900 -0.749 -1.138 -1.030 -0.663
H 0.5890 -5.3378 -2.7238 -0.131 0.090 0.110 0.000
H 0.7342 -4.1173 -4.2639 -0.136 0.185 0.041 -0.004
H -0.9308 -4.0192 -3.0711 0.205 -0.208 -0.178 -0.007
```
Forces are in eV/Å.